(1)
Formula: C37H35CaN6O3SSi
Source: the OMol25 dataset
Level of theory: ωB97M-V/def2-TZVPD

Values from the calculation:
M = 712.0 Da
E_tot = -3350.77171 hartree
Net charge = -1
Frontier orbital gap = 5.689 eV
Energy above the lowest of the compared OMol25 structures with the same formula, charge and spin = 1.1 kcal/mol

CARTESIAN COORDINATES (ANGSTROEM)
Ca -0.9979 -0.2508 -0.0224
S 0.2267 1.9383 -1.6037
Si -4.1795 -2.0582 -0.5687
O 0.6837 0.5487 -1.4142
O -2.7128 -1.4405 -0.4438
O 0.0037 2.3427 -2.9694
N 0.2172 -2.4858 0.0141
N 5.8831 -2.7190 2.5403
N 3.2514 -1.7223 -2.4612
N -3.0583 1.5099 0.8678
N -0.9752 2.0410 -0.6250
N 3.9547 0.3459 -3.4002
C 1.5397 2.9681 -0.9929
C 2.2615 -3.7186 -0.2036
C 1.5350 -2.5280 -0.1471
C -5.4304 -0.8148 -1.2432
C -4.2121 -3.5490 -1.7362
C -3.9902 4.9331 -0.2045
C 1.2031 -1.6674 3.1058
C 4.8389 -2.2210 2.5424
C 3.7140 3.9153 -1.3026
C 4.6038 -2.9214 -0.8326
C 3.6232 4.5182 -0.0526
C 4.3625 -1.7766 -1.7219
C 3.5582 -1.6088 2.5445
C 5.3200 -0.7662 -1.8025
C -4.0694 1.2083 1.6377
C -3.0401 2.7348 0.2764
C 2.1344 0.2765 2.0104
C 2.4357 -2.2581 3.0982
C 3.1019 -0.6630 -3.2448
C 5.0624 0.2785 -2.6649
C 1.5508 -4.9025 -0.0663
C -0.4543 -3.6357 0.1135
C 2.4851 4.3496 0.7200
C 3.7311 -3.7460 -0.2523
C 3.3651 -0.3236 2.0042
C -1.9178 3.0433 -0.5691
C 2.6698 3.1422 -1.7822
C -2.9220 5.2006 -1.0086
C 0.9679 -0.3610 2.5561
C -4.8181 -2.6634 1.1166
C 1.4358 3.5692 0.2508
C -5.1420 3.3141 1.2987
C 0.1729 -4.8657 0.0792
C -1.8808 4.2650 -1.1991
C -0.2956 0.2253 2.5194
C -4.0680 3.6805 0.4567
C -5.1457 2.0852 1.8905
H 2.0323 1.2713 1.5912
H -5.2875 -0.6733 -2.3181
H -4.3188 -2.1264 1.9273
H 2.0769 -5.8505 -0.0707
H 4.2120 0.2040 1.5784
H -5.1870 -3.6747 -2.2162
H -6.4633 -1.1382 -1.0836
H -4.6096 -3.7273 1.2609
H 4.1714 -4.5356 0.3499
H 0.3632 -2.1975 3.5422
H 2.7254 2.6731 -2.7557
H 2.1834 -0.6121 -3.8173
H -1.1007 -0.2227 3.0944
H -5.3029 0.1607 -0.7667
H -0.3809 1.2906 2.3230
H 2.0429 -1.5733 -0.1852
H -0.4069 -5.7735 0.1752
H -4.7838 5.6569 -0.0642
H -1.0593 4.5088 -1.8591
H 5.6485 -3.0828 -0.5908
H 0.5467 3.4134 0.8481
H -2.8598 6.1528 -1.5216
H -3.9751 -4.4815 -1.2168
H 2.4116 4.8161 1.6939
H 4.6030 4.0507 -1.9059
H 4.4434 5.1208 0.3170
H -5.9529 1.7675 2.5367
H -3.4660 -3.4082 -2.5222
H -1.5279 -3.5379 0.2209
H -4.0589 0.2187 2.0832
H 2.5575 -3.2458 3.5291
H -5.9522 4.0162 1.4599
H 6.2205 -0.8005 -1.2044
H 5.7685 1.0958 -2.7735
H -5.8965 -2.5226 1.2329

(2)
Formula: ClH2N2P
Source: the OMol25 dataset
Level of theory: ωB97M-V/def2-TZVPD

Values from the calculation:
M = 96.5 Da
E_tot = -912.18503 hartree
Net charge = 0
Frontier orbital gap = 7.969 eV
Energy above the lowest of the compared OMol25 structures with the same formula, charge and spin = 59.9 kcal/mol

CARTESIAN COORDINATES (ANGSTROEM)
Cl -1.8363 -0.7494 1.4094
P -0.8100 1.7583 0.3923
N 0.5918 -0.3426 -0.4857
N 0.3261 0.9206 -0.2689
H 1.5502 -0.4382 -0.9347
H 0.1782 -1.1487 -0.1124

(3)
Formula: C2H4NO3P
Source: the OMol25 dataset
Level of theory: ωB97M-V/def2-TZVPD

Values from the calculation:
M = 121.0 Da
E_tot = -700.36379 hartree
Net charge = 0
Frontier orbital gap = 8.308 eV
Energy above the lowest of the compared OMol25 structures with the same formula, charge and spin = 87.2 kcal/mol

CARTESIAN COORDINATES (ANGSTROEM)
P 0.7434 -0.0620 0.1987
O 1.7230 0.1018 1.5338
O 1.0513 1.3843 -0.4998
O 1.5108 -1.1204 -0.7299
N -1.8186 -0.2293 -0.0071
C -2.9286 0.0952 -0.3991
C -0.7708 -0.5073 0.7304
H 1.0224 0.1187 2.1861
H -3.5476 -0.5812 -1.1347
H 1.8858 1.8062 -0.2379
H 1.1289 -1.0058 -1.6405

(4)
Formula: C5H10O
Source: the OMol25 dataset
Level of theory: ωB97M-V/def2-TZVPD

Values from the calculation:
SMILES = OC1=CCCC1.[H][H]
M = 86.1 Da
E_tot = -271.69761 hartree
Net charge = 0
Frontier orbital gap = 9.398 eV
Energy above the lowest of the compared OMol25 structures with the same formula, charge and spin = 34.5 kcal/mol

CARTESIAN COORDINATES (ANGSTROEM)
O 1.9507 0.0345 -0.7999
C -0.3667 0.5651 -1.0648
C 0.3842 0.1241 1.1464
C -1.5943 0.7649 -0.2162
C 0.6891 0.2356 -0.3241
C -1.1451 0.3358 1.2070
H -1.4129 1.0877 1.9542
H 1.8380 -2.1349 -1.7669
H -0.3415 0.7075 -2.1397
H 0.9368 0.8813 1.7197
H -1.9266 1.8115 -0.2317
H -1.6418 -0.5959 1.4915
H 1.8769 -2.8685 -1.8877
H 0.6869 -0.8543 1.5451
H 2.5125 -0.2599 -0.0721
H -2.4464 0.1654 -0.5608

(5)
Formula: C5H8N
Source: the OMol25 dataset
Level of theory: ωB97M-V/def2-TZVPD

Values from the calculation:
M = 82.1 Da
E_tot = -249.54463 hartree
Net charge = +1
Frontier orbital gap = 8.551 eV
Energy above the lowest of the compared OMol25 structures with the same formula, charge and spin = 176.0 kcal/mol

CARTESIAN COORDINATES (ANGSTROEM)
N 0.4561 -1.3267 0.9899
C -0.2757 -1.1679 -0.2130
C -2.5808 -0.4985 0.8448
C 1.2013 1.2957 -1.1153
C -1.5790 -0.8254 0.1572
C 1.4720 1.2739 0.0964
H 1.1944 1.2145 -2.2657
H 1.1474 -0.5363 0.7898
H 0.1902 -0.3662 -0.9840
H 1.1113 -2.1378 0.8498
H -0.1139 -1.9549 -0.9756
H -3.2800 -1.0401 1.3991
H -2.8020 0.4456 1.1873
H 1.6277 0.9627 1.1750

(6)
Formula: C26H17AsCl5IN2O9SSc
Source: the OMol25 dataset
Level of theory: ωB97M-V/def2-TZVPD

Values from the calculation:
M = 957.5 Da
E_tot = -7781.35290 hartree
Net charge = -1
Frontier orbital gap = 7.751 eV
Energy above the lowest of the compared OMol25 structures with the same formula, charge and spin = 32.8 kcal/mol

CARTESIAN COORDINATES (ANGSTROEM)
I -3.0862 -1.4732 -0.1205
As 2.0029 -2.5633 -1.9691
Sc -0.2738 -0.6464 -1.1380
Cl 0.9308 -3.6510 4.7992
Cl 2.7016 1.4455 4.6502
Cl 0.1542 -3.4442 1.7638
Cl 1.9338 1.5919 1.6062
Cl 2.1592 -1.1799 6.2623
S -0.1408 -0.5780 -3.9123
O 0.7845 0.0183 -2.9114
O -1.2623 -1.1232 -3.1205
O 0.5290 -0.7536 0.6772
O 0.3922 -2.5288 -1.4821
O -1.0143 1.2031 -1.0826
O -0.5254 0.2611 -5.0055
O -0.2341 3.8417 3.3986
O 2.6555 -1.0316 -1.3556
O 3.0273 -3.7355 -1.4917
N -1.7653 0.7263 1.4567
N -0.2638 4.6912 -1.2990
C -3.3863 -2.2612 2.8060
C 1.7497 -1.0874 4.5862
C -0.7815 4.7029 2.4069
C 0.6908 -2.1218 -5.9777
C -2.2660 -0.1392 2.4229
C -3.1830 -2.1135 4.1721
C -1.5803 1.9625 1.6723
C -0.7036 4.1731 0.9960
C 1.1885 -2.1810 3.9314
C 1.5083 -3.0431 -6.6203
C 1.6310 0.1649 2.5302
C -2.0663 -0.0111 3.7978
C 0.8235 -2.0972 2.5969
C 2.4906 -3.7116 -5.9127
C -0.4497 3.0763 -3.0889
C 1.8371 -2.5615 -3.8974
C -2.5192 -0.9954 4.6604
C 0.9839 -0.9009 1.8672
C 0.8499 -1.8847 -4.6222
C -1.0140 2.8445 0.6522
C -0.3168 5.0348 -0.0045
C 1.9855 0.0840 3.8674
C -2.9129 -1.2849 1.9510
C -0.8403 2.4343 -0.6824
C 2.6490 -3.4767 -4.5519
C -0.5159 3.4413 -1.6390
H 1.3806 -3.2251 -7.6799
H -1.5108 0.8398 4.1762
H -1.8183 4.8777 2.7065
H -1.3408 2.5302 -3.4006
H -0.2762 5.6741 2.4247
H 0.6255 3.5239 3.0924
H -0.0363 6.0566 0.2326
H -0.3461 3.9860 -3.6769
H 0.3960 2.4178 -3.2895
H -1.8633 2.4294 2.6199
H 3.3864 -4.0152 -3.9692
H 3.1326 -4.4242 -6.4149
H -3.8714 -3.1442 2.4131
H -2.3291 -0.9022 5.7225
H -3.5145 -2.8889 4.8499
H 3.4838 -1.2912 -0.9283
H -0.0551 -1.5621 -6.5244

(7)
Formula: CH4FNP2
Source: the OMol25 dataset
Level of theory: ωB97M-V/def2-TZVPD

Values from the calculation:
SMILES = [H]/N=C/P(F)#[PH2]
M = 111.0 Da
E_tot = -877.71164 hartree
Net charge = 0
Frontier orbital gap = 8.274 eV
Energy above the lowest of the compared OMol25 structures with the same formula, charge and spin = 75.0 kcal/mol

CARTESIAN COORDINATES (ANGSTROEM)
P -1.0394 -0.4021 0.6539
P -0.7645 1.3626 -0.4468
F -2.8111 -0.5141 0.0636
N 1.3527 -1.4799 -0.8025
C 0.8375 -0.8538 0.0993
H -1.3808 2.1020 0.5692
H 1.1774 -0.3685 1.0114
H 0.4057 1.6308 -0.0180
H 2.2224 -1.4771 -1.1301

(8)
Formula: C28H21AsBr2N2Se3TeW
Source: the OMol25 dataset
Level of theory: ωB97M-V/def2-TZVPD

Values from the calculation:
M = 1168.5 Da
E_tot = -16111.69831 hartree
Net charge = +2
Frontier orbital gap (spin up / spin down) = 4.854 / 4.869 eV

CARTESIAN COORDINATES (ANGSTROEM)
W 1.2788 0.4766 -1.1253
Te 0.0795 1.1355 -3.2724
Br 7.6556 0.4191 -2.9581
Br 4.7131 -3.1235 3.2833
Se -1.4385 1.6596 -5.0856
Se 1.2236 -1.4606 -2.4328
Se 0.6145 2.8177 -1.3125
As -1.0607 0.1160 -0.0880
N 3.1843 0.9933 -1.6051
N 2.1120 -0.3589 0.4800
C -2.5666 -4.2940 0.8614
C -2.2898 1.0938 2.3963
C 5.4091 0.0591 -1.2518
C 0.0114 1.7162 2.0744
C 1.5688 -1.1933 1.4419
C -1.1451 2.4015 4.0563
C 4.9624 1.4069 -3.2015
C -4.0758 0.9014 -2.9776
C -1.1292 1.0585 1.6175
C -3.3363 2.0271 -0.5337
C -4.7462 2.0137 -2.4882
C 3.5078 -0.4813 0.2762
C 4.2804 -1.2709 1.1493
C 5.8646 0.6370 -2.4176
C -2.0941 -2.0734 1.6541
C -4.3854 2.5634 -1.2638
C -1.7642 -1.6856 0.3549
C -1.8188 -2.6184 -0.6825
C -2.6699 0.8931 -1.0055
C -3.0615 0.3253 -2.2297
C 4.0630 0.1958 -0.8551
C 3.6886 1.5670 -2.7579
C 0.0093 2.3806 3.2892
C 2.2777 -2.0219 2.2423
C -2.2942 1.7668 3.6066
C -2.2186 -3.9187 -0.4272
C -2.5038 -3.3742 1.8977
C 3.6950 -2.0399 2.1278
H -3.1941 1.7956 4.2028
H 0.4794 -1.1738 1.5365
H 5.2736 1.8581 -4.1296
H -4.3266 0.4811 -3.9396
H 5.3493 -1.2812 1.0409
H 0.9401 1.7215 1.4634
H 6.0904 -0.5231 -0.6534
H -2.7758 -3.6625 2.9024
H -4.8992 3.4342 -0.8845
H -2.6037 -0.5969 -2.5970
H -5.5498 2.4478 -3.0590
H -1.5260 -2.3568 -1.6991
H 3.0024 2.2105 -3.3287
H 0.8914 2.8981 3.6347
H 1.7765 -2.6613 2.9468
H -1.1477 2.9160 5.0055
H -2.2517 -4.6297 -1.2392
H -3.0449 2.4906 0.4025
H -2.0202 -1.3652 2.4756
H -2.8804 -5.3087 1.0537
H -3.1841 0.5948 2.0277

(9)
Formula: C32H34IMgN6PS2
Source: the OMol25 dataset
Level of theory: ωB97M-V/def2-TZVPD

Values from the calculation:
M = 749.0 Da
E_tot = -3203.93712 hartree
Net charge = 0
Frontier orbital gap = 7.590 eV
Energy above the lowest of the compared OMol25 structures with the same formula, charge and spin = 0.0 kcal/mol

CARTESIAN COORDINATES (ANGSTROEM)
I 2.6680 -4.6733 -1.9555
S 1.8226 -2.1517 4.0746
S 1.8559 3.9801 2.3001
P 4.1163 -0.9743 0.3303
Mg -0.3746 0.1286 0.4689
N 0.9101 -0.8103 2.0932
N 0.4735 3.6808 0.0170
N 0.9154 1.7881 1.3449
N -0.2950 -1.8419 -0.7277
N -2.8223 2.6000 -0.3360
N 0.1716 -3.0358 2.1139
C -5.3315 0.7732 -2.3306
C 0.9838 3.0814 1.1014
C -4.5809 0.3636 -3.4223
C 2.1528 2.5160 3.1661
C -4.5044 -0.6895 2.0978
C -1.3565 -2.1243 -1.4853
C 0.8859 -1.9982 2.6340
C -2.0724 0.1129 3.1065
C -3.1461 -0.0849 3.9695
C -4.7350 1.4890 -1.3071
C -3.4155 -0.4768 1.2566
C 1.6173 0.0695 2.8903
C -0.2117 -3.9179 -2.5624
C -3.3773 1.8091 -1.3462
C -2.6006 1.3841 -2.4397
C 0.8148 -2.5629 -0.8800
C 5.2836 -1.7763 1.4997
C -3.2290 0.6751 -3.4608
C -0.6159 2.2561 -3.6648
C 2.2143 -0.4746 3.9753
C 1.6153 1.7296 -2.9799
C -1.3594 -3.1568 -2.4056
C -0.2835 1.0568 -1.5477
C -2.1502 -0.0706 1.7151
C -1.1231 1.6140 -2.5309
C -4.3726 -0.4953 3.4660
C 1.0938 1.1233 -1.8429
C 5.0211 -1.2203 -1.2480
C 0.7512 2.3290 -3.8861
C 4.5309 0.7884 0.6370
C 0.8946 -3.6079 -1.7897
C 1.5974 1.4779 2.5047
H 4.5159 -0.6756 -2.0476
H 1.1340 2.8359 -4.7636
H -0.1770 -4.7289 -3.2778
H -6.3868 0.5367 -2.2711
H -1.8668 2.3343 -0.1423
H 2.6946 2.5122 4.0961
H -5.4575 -1.0012 1.6838
H -3.5900 -0.6120 0.1904
H 6.0552 -0.8726 -1.1812
H -5.3226 1.8115 -0.4546
H 6.3139 -1.4483 1.3395
H 0.3698 4.6775 -0.0222
H -2.2448 -3.3487 -2.9953
H 4.9896 -1.5329 2.5222
H 4.1790 1.0885 1.6246
H 0.0434 3.1153 -0.7061
H -5.2146 -0.6561 4.1286
H 5.6071 0.9685 0.5717
H -2.2195 -1.4805 -1.3599
H -0.0007 -3.8184 2.7225
H -2.6234 0.3500 -4.2992
H -0.6404 -2.7389 1.5864
H -3.3497 2.5483 0.5251
H 5.0167 -2.2764 -1.5190
H 4.0239 1.4190 -0.0966
H -1.3049 2.6890 -4.3814
H 5.2363 -2.8605 1.3889
H 2.6866 1.7497 -3.1512
H 2.8143 0.0100 4.7263
H 1.6631 -2.2896 -0.2623
H -3.0275 0.0823 5.0349
H -1.1322 0.4337 3.5559
H -5.0374 -0.1939 -4.2298
H 1.8192 0.6891 -1.1494

(10)
Formula: C3H9HgNOPS
Source: the OMol25 dataset
Level of theory: ωB97M-V/def2-TZVPD

Values from the calculation:
M = 338.7 Da
E_tot = -1142.59436 hartree
Expectation value of S² = 0.760
Spin multiplicity = 2
Net charge = 0
Frontier orbital gap (spin up / spin down) = 7.986 / 6.801 eV
Energy above the lowest of the compared OMol25 structures with the same formula, charge and spin = 3.8 kcal/mol

CARTESIAN COORDINATES (ANGSTROEM)
Hg -1.1623 -0.5545 -2.5632
S 1.6300 0.0684 -4.0355
P -0.7655 -0.2624 0.5070
O 0.8028 -0.3651 -5.1596
N 1.0478 0.1623 -2.6713
C -1.1843 -0.4525 2.2853
C 0.9265 -0.9679 0.5072
C -0.3738 1.5280 0.4441
H -2.1233 0.0554 2.5049
H -0.3892 -0.0309 2.9029
H 1.3796 -0.7872 -0.4667
H -1.2860 2.1086 0.5849
H 0.3514 1.7981 1.2141
H 1.5398 -0.5076 1.2846
H -1.3058 -1.5090 2.5233
H 0.8709 -2.0440 0.6756
H 0.0414 1.7603 -0.5375

(11)
Formula: C5H10O
Source: the OMol25 dataset
Level of theory: ωB97M-V/def2-TZVPD

Values from the calculation:
M = 86.1 Da
E_tot = -271.57211 hartree
Net charge = 0
Frontier orbital gap (spin up / spin down) = 6.984 / 6.983 eV
Energy above the lowest of the compared OMol25 structures with the same formula, charge and spin = 113.3 kcal/mol

CARTESIAN COORDINATES (ANGSTROEM)
O -2.3751 0.7174 -0.3427
C 0.7975 0.1977 -1.1938
C -0.1197 -0.0771 -0.1972
C -0.6324 -1.4865 -0.0498
C -1.2806 1.0685 0.2058
C 1.2284 0.2918 0.7078
H 1.2568 -0.5702 -1.8223
H 0.0690 -2.2448 -0.4174
H -0.8819 -1.7000 0.9945
H 2.2670 0.1247 0.3920
H -1.5651 -1.5288 -0.6161
H 1.0672 1.2319 -1.4048
H 1.0470 -0.4411 1.4992
H -0.7693 2.0157 -0.1416
H -1.2187 1.0800 1.3311
H 1.1100 1.3209 1.0553

(12)
Formula: C16H18Cl5NOS2SiV
Source: the OMol25 dataset
Level of theory: ωB97M-V/def2-TZVPD

Values from the calculation:
M = 560.8 Da
E_tot = -5080.23747 hartree
Net charge = +3
Frontier orbital gap (spin up / spin down) = 5.478 / 5.465 eV

CARTESIAN COORDINATES (ANGSTROEM)
V -0.8356 0.8799 -0.5169
Cl -5.7274 -0.4685 -1.4019
Cl -4.4393 -0.0198 3.8478
Cl -2.7478 0.4781 -2.1175
Cl -1.5752 0.9549 3.0511
Cl -6.4614 -0.7488 1.6252
S -0.4805 4.2300 -0.5688
S -0.1906 -1.1248 -1.2254
Si 2.6903 -3.1632 -0.4749
O -0.5672 2.6563 -0.7755
N 0.6544 0.4457 0.5736
C 2.1506 -1.4676 0.3498
C 1.0140 -0.7514 0.0155
C -2.1196 4.6861 -0.0542
C -3.9905 0.0941 2.2171
C -2.7128 0.5089 1.8693
C -0.4144 4.8558 -2.2325
C 2.5970 0.4114 1.8827
C 1.1442 -4.1942 -0.6550
C -4.6009 -0.1379 -0.1842
C 3.4091 -2.6516 -2.1117
C -4.9298 -0.2362 1.2019
C 3.9050 -3.8980 0.7162
C -3.3180 0.2381 -0.4650
C -2.3552 0.5549 0.5050
C 2.9232 -0.8410 1.3311
C 1.4543 1.0508 1.4848
H 3.5017 -4.0054 1.7251
H -1.2768 4.5231 -2.8067
H 2.6699 -2.1980 -2.7757
H 4.1656 -4.9033 0.3750
H -2.2884 4.2698 0.9379
H 0.5547 -3.9438 -1.5388
H 4.8480 -3.3502 0.7724
H -2.8642 4.3631 -0.7796
H 3.8246 -1.3288 1.6850
H 4.2454 -1.9582 -2.0050
H 1.1319 2.0072 1.8704
H 3.7997 -3.5307 -2.6309
H -2.1067 5.7775 0.0207
H 1.4542 -5.2348 -0.7840
H -0.4052 5.9450 -2.1355
H 0.5291 4.5299 -2.6679
H 0.5010 -4.1738 0.2273
H 3.2397 0.8692 2.6224

Among the records above, which one has the lowest M?
C5H8N